No. 1
Formula: C22H45BBaF4NO10
Source: the OMol25 dataset
Level of theory: wB97M-V/def2-TZVPD

- Molecular weight: 707.73 g mol⁻¹
- Energy relative to the best compared isomer or geometry (same formula, charge and spin): 16.6 kJ/mol
- Frontier orbital gap: 7.9 eV
- Highest occupied orbital energy: -10.8 eV

ORCA input file:
```
! wB97M-V def2-TZVPD RIJCOSX def2/J DEFGRID3
* xyz 1 1
Ba -0.182 1.537 2.157
B -0.023 0.404 -0.754
F -0.311 -0.242 0.450
F -1.159 0.709 -1.510
F 0.616 1.622 -0.401
F 0.870 -0.280 -1.573
C -2.452 -3.540 -2.236
C -1.256 -2.870 -1.965
C -0.462 -3.355 -0.936
C -0.774 -4.506 -0.249
C -1.964 -5.162 -0.516
C -2.781 -4.682 -1.525
N 0.067 -5.011 0.837
O -0.228 -6.057 1.363
O 1.015 -4.329 1.169
H -3.102 -3.161 -3.014
H -0.924 -2.072 -2.612
H 0.487 -2.873 -0.726
H -2.292 -6.072 -0.033
H -3.724 -5.174 -1.728
C 3.317 3.146 0.905
O 2.640 2.581 2.041
C 3.385 1.723 2.876
C 3.460 0.363 2.255
O 2.157 -0.180 2.170
C 2.129 -1.404 1.414
H 3.200 2.464 0.062
H 4.384 3.253 1.110
H 2.845 4.106 0.732
H 2.765 1.557 3.771
H 4.315 2.153 3.248
H 4.154 -0.301 2.792
H 3.933 0.362 1.261
H 1.183 -1.881 1.658
H 2.889 -2.096 1.789
H 2.231 -1.173 0.355
C 1.014 -2.752 -7.390
O 0.624 -1.937 -6.313
C 1.661 -1.689 -5.424
C 1.397 -0.556 -4.461
O 1.215 0.661 -5.144
C 1.190 1.762 -4.250
H 0.132 -3.145 -7.883
H 1.568 -3.621 -7.007
H 1.688 -2.222 -8.065
H 2.607 -1.428 -5.934
H 1.937 -2.600 -4.869
H 2.150 -0.507 -3.671
H 0.453 -0.799 -3.947
H 0.691 2.561 -4.790
H 2.161 2.040 -3.833
H 0.554 1.508 -3.396
C -3.701 2.971 1.817
O -2.362 3.100 1.382
C -2.019 4.453 1.109
C -0.593 4.438 0.634
O 0.434 3.990 1.542
C 0.732 4.863 2.621
H -3.953 3.619 2.662
H -3.914 1.951 2.127
H -4.439 3.185 1.037
H -2.078 5.032 2.039
H -2.654 4.892 0.338
H -0.407 5.410 0.166
H -0.451 3.691 -0.152
H 0.850 5.928 2.396
H 1.685 4.603 3.078
H -0.073 4.819 3.363
C 0.383 -1.187 4.691
O -0.428 -0.741 3.615
C -1.808 -1.026 3.783
C -2.464 -1.281 2.421
O -2.559 -0.045 1.750
C -3.279 0.037 0.529
H 0.094 -2.163 5.084
H 0.289 -0.494 5.538
H 1.430 -1.205 4.403
H -2.364 -0.252 4.322
H -1.889 -1.995 4.285
H -3.492 -1.529 2.731
H -2.029 -2.069 1.804
H -2.894 -0.658 -0.221
H -3.164 1.040 0.138
H -4.331 -0.211 0.705
*
```



No. 2
Formula: C35H48AsN5O6V
Source: the OMol25 dataset
Level of theory: wB97M-V/def2-TZVPD

- Molecular weight: 760.66 g mol⁻¹
- <S²>: 3.7612
- Energy relative to the best compared isomer or geometry (same formula, charge and spin): 101.5 kJ/mol
- Frontier orbital gap (alpha / beta): 6.9 / 7.9 eV
- Highest occupied orbital energy (alpha / beta): -12.3 / -13.5 eV

ORCA input file:
```
! wB97M-V def2-TZVPD RIJCOSX def2/J DEFGRID3
* xyz 2 4
V -0.356 -0.978 0.217
C -0.295 -3.483 3.708
O -1.621 -3.131 3.344
C -1.543 -2.233 2.356
N -0.362 -1.881 1.953
C 0.604 -2.673 2.723
C 1.656 -1.957 3.541
C 2.806 -2.661 3.893
C 3.705 -2.127 4.802
C 3.462 -0.886 5.369
C 2.327 -0.175 5.015
C 1.422 -0.712 4.112
C -2.775 -1.828 1.727
C -3.964 -2.332 2.270
C -5.147 -2.101 1.604
C -5.085 -1.359 0.437
C -3.860 -0.852 -0.018
N -2.691 -1.077 0.610
C -3.954 -0.039 -1.240
N -3.002 0.528 -1.864
C -3.579 1.295 -2.957
C -5.087 0.918 -2.905
O -5.199 0.125 -1.729
C -3.380 2.778 -2.736
C -2.760 3.575 -3.690
C -2.670 4.944 -3.496
C -3.189 5.521 -2.349
C -3.781 4.726 -1.381
C -3.877 3.361 -1.575
H -0.178 -4.568 3.626
H -0.129 -3.188 4.749
H 1.106 -3.339 2.006
H 2.978 -3.653 3.497
H 4.579 -2.693 5.088
H 4.141 -0.492 6.107
H 2.127 0.783 5.470
H 0.507 -0.186 3.867
H -3.921 -2.910 3.178
H -6.080 -2.499 1.966
H -5.979 -1.160 -0.132
H -3.113 1.003 -3.903
H -5.426 0.328 -3.760
H -5.714 1.805 -2.800
H -2.376 3.137 -4.601
H -2.205 5.564 -4.248
H -3.151 6.591 -2.219
H -4.181 5.168 -0.481
H -4.363 2.746 -0.828
C -0.820 -4.087 -0.650
O -0.906 -2.734 -1.053
C -0.307 -2.521 -2.326
C -0.615 -1.090 -2.763
O -0.287 -0.264 -1.672
C -0.130 1.120 -1.880
C -0.647 1.824 -0.626
O -0.211 1.143 0.547
C -0.819 1.704 1.693
H 0.230 -4.394 -0.542
H -1.315 -4.740 -1.383
H -1.337 -4.179 0.308
H -0.712 -3.236 -3.061
H 0.780 -2.673 -2.234
H -1.685 -0.997 -2.994
H -0.025 -0.842 -3.655
H -0.710 1.474 -2.738
H 0.934 1.338 -2.027
H -1.745 1.801 -0.658
H -0.303 2.869 -0.604
H -0.591 2.775 1.760
H -0.404 1.192 2.560
H -1.909 1.567 1.672
C 3.922 -3.097 0.590
As 3.284 -1.280 0.219
C 4.342 -0.895 -1.389
C 3.794 -0.177 1.738
O 1.680 -1.447 -0.139
H 4.801 -3.061 1.232
H 4.189 -3.586 -0.350
H 3.143 -3.682 1.074
H 5.273 -1.461 -1.327
H 4.572 0.161 -1.486
H 3.772 -1.237 -2.257
H 4.492 0.592 1.414
H 4.259 -0.794 2.502
H 2.894 0.295 2.126
C 4.177 4.257 -1.119
N 3.620 3.032 -1.657
C 3.992 2.669 -3.010
C 3.103 2.136 -0.877
N 2.597 1.331 -0.220
H 5.259 4.170 -0.976
H 3.704 4.496 -0.166
H 3.986 5.065 -1.825
H 5.062 2.452 -3.085
H 3.766 3.500 -3.679
H 3.431 1.792 -3.335
*
```



No. 3
Formula: C4H7NO
Source: the OMol25 dataset
Level of theory: wB97M-V/def2-TZVPD

- Molecular weight: 85.11 g mol⁻¹
- Energy relative to the best compared isomer or geometry (same formula, charge and spin): 105.8 kJ/mol
- SMILES string: CC(C)=NC=O
- Frontier orbital gap: 10.2 eV
- Highest occupied orbital energy: -9.8 eV

ORCA input file:
```
! wB97M-V def2-TZVPD RIJCOSX def2/J DEFGRID3
* xyz 0 1
C 0.903 -0.900 -0.215
C -0.199 0.134 -0.202
C -1.114 0.178 -1.404
N -0.466 0.944 0.776
C 0.263 0.870 1.933
O 0.620 -0.158 2.499
H 1.825 -0.483 0.197
H 0.592 -1.772 0.366
H 1.110 -1.220 -1.240
H -1.568 1.168 -1.499
H -1.903 -0.568 -1.275
H -0.555 -0.042 -2.317
H 0.492 1.852 2.381
*
```



No. 4
Formula: C4H8N3O3
Source: the OMol25 dataset
Level of theory: wB97M-V/def2-TZVPD

- Molecular weight: 146.13 g mol⁻¹
- Energy relative to the best compared isomer or geometry (same formula, charge and spin): 563.6 kJ/mol
- SMILES string: C=CN[N+](=O)/C(C)=[N+](/[O-])O
- Frontier orbital gap (alpha / beta): 7.9 / 7.9 eV
- Highest occupied orbital energy (alpha / beta): -14.2 / -14.2 eV

ORCA input file:
```
! wB97M-V def2-TZVPD RIJCOSX def2/J DEFGRID3
* xyz 1 1
C -2.034 -0.923 0.778
C -1.707 -0.597 -0.453
N -1.090 0.610 -0.782
N 0.104 1.127 -0.667
O 0.299 2.352 -0.822
C 1.212 0.434 -0.220
C 2.080 1.227 0.652
N 1.363 -0.869 -0.493
O 2.089 -1.667 -0.049
O 0.514 -1.332 -1.544
H -1.641 -0.269 1.538
H -2.372 -1.892 1.096
H -2.217 -0.937 -1.253
H -1.604 1.188 -1.458
H 1.367 1.887 1.170
H 2.765 1.893 0.117
H 2.745 0.660 1.462
H 0.761 -2.086 -2.023
*
```



No. 5
Formula: C23H52GdOP4
Source: the OMol25 dataset
Level of theory: wB97M-V/def2-TZVPD

- Molecular weight: 625.81 g mol⁻¹
- <S²>: 16.0575
- Energy relative to the best compared isomer or geometry (same formula, charge and spin): 0.0 kJ/mol
- Frontier orbital gap (alpha / beta): 4.2 / 5.9 eV
- Highest occupied orbital energy (alpha / beta): -15.5 / -15.7 eV

ORCA input file:
```
! wB97M-V def2-TZVPD RIJCOSX def2/J DEFGRID3
* xyz 3 8
Gd 0.004 0.331 -0.405
P 2.092 0.878 1.473
P -0.328 3.237 -1.241
P 2.387 -0.094 -1.898
H -1.402 -4.228 1.223
C -0.477 -4.524 0.714
C 0.730 -4.329 1.270
H 0.838 -3.842 2.246
C 1.682 1.131 3.244
C 2.950 2.475 1.149
C 3.513 -0.270 1.651
C -1.801 2.412 -1.929
C -0.920 4.813 -0.607
C 0.943 3.481 -2.494
C 2.958 -1.786 -1.467
C 3.945 0.869 -1.994
C 1.999 -0.329 -3.674
H -0.581 -5.054 -0.241
H 1.643 -4.701 0.793
H 1.197 0.241 3.662
H 1.002 1.984 3.351
H 2.604 1.334 3.807
H 2.209 3.284 1.127
H 3.473 2.458 0.186
H 3.669 2.673 1.955
H 3.135 -1.298 1.728
H 4.064 -0.026 2.570
H 4.196 -0.211 0.796
H -2.209 3.074 -2.717
H -2.585 2.298 -1.162
H -1.616 1.429 -2.405
H -1.142 5.516 -1.425
H -0.171 5.261 0.052
H -1.842 4.644 -0.030
H 0.670 4.324 -3.153
H 1.090 2.586 -3.118
H 1.909 3.723 -2.013
H 3.565 -2.176 -2.291
H 2.091 -2.443 -1.309
H 3.551 -1.777 -0.546
H 4.597 0.437 -2.767
H 4.478 0.874 -1.037
H 3.710 1.907 -2.268
H 2.828 -0.864 -4.154
H 1.863 0.647 -4.156
H 1.076 -0.911 -3.796
C -1.063 -2.096 -2.265
C -2.111 -1.389 -2.906
C -2.342 -1.613 -4.260
C -1.702 -2.672 -4.909
C -0.829 -3.509 -4.209
C -0.514 -3.245 -2.874
O -0.500 -1.603 -1.146
H 0.255 2.587 -0.046
H -2.662 -0.617 -2.361
H -3.036 -0.965 -4.807
H -1.907 -2.863 -5.967
H -0.370 -4.368 -4.704
H 0.176 -3.858 -2.296
C -2.238 2.541 2.738
C -1.802 1.189 3.299
P -1.427 -0.066 2.007
C -0.861 -1.555 2.946
C -1.459 -1.728 4.338
C -3.107 -0.548 1.401
C -4.166 -0.802 2.473
H -1.481 2.982 2.071
H -2.392 3.241 3.567
H -3.183 2.471 2.185
H -0.894 1.310 3.911
H -2.574 0.779 3.962
H -1.043 -2.441 2.314
H 0.237 -1.477 3.023
H -2.548 -1.829 4.317
H -1.052 -2.642 4.790
H -1.203 -0.895 5.004
H -3.441 0.265 0.734
H -2.970 -1.442 0.772
H -4.242 0.020 3.196
H -5.146 -0.888 1.988
H -3.992 -1.733 3.014
*
```



No. 6
Formula: C11H19BrCl2N2O4S2
Source: the OMol25 dataset
Level of theory: wB97M-V/def2-TZVPD

- Molecular weight: 458.23 g mol⁻¹
- Frontier orbital gap: 8.7 eV
- Highest occupied orbital energy: -8.9 eV

ORCA input file:
```
! wB97M-V def2-TZVPD RIJCOSX def2/J DEFGRID3
* xyz 0 1
O -1.449 3.004 1.734
S -1.429 2.512 0.265
O -0.893 3.782 -0.795
C -2.100 4.103 -1.572
C -2.167 3.431 -3.065
C -1.424 1.978 -3.212
Br -0.403 2.051 -4.977
O -0.250 1.285 0.164
C 1.074 1.830 0.608
C 1.464 1.044 2.023
C 2.527 -0.176 1.672
C 1.804 -1.683 1.740
S 2.542 -2.728 3.159
C 1.022 -3.494 3.982
N 0.557 -3.456 5.434
N -0.646 -4.149 5.448
C -0.992 -4.669 4.050
O 0.090 -4.257 3.108
H -3.105 3.874 -0.970
H -2.098 5.286 -1.724
H -1.813 4.167 -3.931
H -3.324 3.235 -3.287
H -2.156 1.062 -3.332
H -0.610 1.748 -2.404
H 1.017 2.995 0.846
H 1.907 1.723 -0.222
H 1.908 1.784 2.839
H 0.448 0.631 2.444
H 3.382 -0.196 2.489
H 3.005 -0.064 0.590
H 0.649 -1.541 1.990
H 1.847 -2.250 0.708
H -1.900 -5.300 3.668
Cl 1.760 -0.880 -1.929
C 0.111 -1.549 -2.023
C 0.083 -2.912 -2.695
Cl 0.458 -2.812 -4.434
H -0.519 -0.826 -2.550
H -0.255 -1.633 -0.995
H -0.918 -3.347 -2.612
H 0.794 -3.604 -2.234
*
```



No. 7
Formula: C19H16F2N2O3
Source: the OMol25 dataset
Level of theory: wB97M-V/def2-TZVPD

- Molecular weight: 358.34 g mol⁻¹
- Energy relative to the best compared isomer or geometry (same formula, charge and spin): 0.0 kJ/mol
- SMILES string: CN1C(=O)C(C(c2cccc(F)c2)c2cccc(F)c2)C(=O)N(C)C1=O
- Frontier orbital gap: 9.2 eV
- Highest occupied orbital energy: -9.2 eV

ORCA input file:
```
! wB97M-V def2-TZVPD RIJCOSX def2/J DEFGRID3
* xyz 0 1
C -2.330 -3.615 -0.829
N -1.083 -2.901 -0.630
C -1.096 -1.571 -0.999
O -2.056 -1.170 -1.683
C 0.082 -0.683 -0.670
C 0.024 0.294 0.483
C -1.257 1.204 0.660
C -2.500 0.782 0.223
C -3.589 1.625 0.017
C -3.554 2.931 0.491
C -2.383 3.316 1.141
F -2.355 4.546 1.763
C -1.254 2.499 1.242
C 1.245 1.242 0.388
C 2.417 1.027 1.113
C 3.446 1.975 1.087
C 3.237 3.213 0.462
C 2.106 3.356 -0.337
F 1.851 4.553 -0.967
C 1.138 2.361 -0.427
C 1.358 -1.552 -0.691
O 2.444 -1.105 -1.056
N 1.272 -2.905 -0.365
C 2.525 -3.661 -0.344
C 0.084 -3.667 -0.442
O 0.071 -4.891 -0.373
H -2.098 -4.671 -0.843
H -2.991 -3.373 0.004
H -2.821 -3.265 -1.734
H 0.175 -0.017 -1.567
H 0.129 -0.167 1.482
H -2.615 -0.245 -0.077
H -4.455 1.222 -0.515
H -4.408 3.595 0.402
H -0.355 2.898 1.707
H 2.536 0.101 1.691
H 4.382 1.738 1.615
H 3.930 4.034 0.636
H 0.263 2.478 -1.062
H 2.243 -4.712 -0.351
H 3.148 -3.405 -1.208
H 3.092 -3.416 0.563
*
```



No. 8
Formula: CHN4S2
Source: the OMol25 dataset
Level of theory: wB97M-V/def2-TZVPD

- Molecular weight: 133.18 g mol⁻¹
- <S²>: 2.0850
- Energy relative to the best compared isomer or geometry (same formula, charge and spin): 123.4 kJ/mol
- Frontier orbital gap (alpha / beta): 6.9 / 5.7 eV
- Highest occupied orbital energy (alpha / beta): -3.3 / -3.6 eV

ORCA input file:
```
! wB97M-V def2-TZVPD RIJCOSX def2/J DEFGRID3
* xyz -1 3
C -0.472 -0.850 0.397
N 1.710 -1.046 1.081
N 0.589 -1.302 0.875
N -0.414 0.474 -0.267
N 0.749 1.010 -0.255
S -1.908 0.916 -0.924
S 0.962 2.394 -1.123
H -1.216 -1.596 0.216
*
```



No. 9
Formula: C27H25F2IN2O3PReS5
Source: the OMol25 dataset
Level of theory: wB97M-V/def2-TZVPD

- Molecular weight: 967.92 g mol⁻¹
- <S²>: 3.7819
- Energy relative to the best compared isomer or geometry (same formula, charge and spin): 316.5 kJ/mol
- Frontier orbital gap (alpha / beta): 6.3 / 5.6 eV
- Highest occupied orbital energy (alpha / beta): -4.3 / -4.3 eV

ORCA input file:
```
! wB97M-V def2-TZVPD RIJCOSX def2/J DEFGRID3
* xyz -1 4
Re 0.445 0.428 -0.437
O -1.266 3.025 -0.783
S -0.859 1.512 -2.079
O 0.563 0.007 -2.565
O -2.129 0.855 -2.360
C -2.006 3.067 0.291
C -3.262 3.713 0.247
C -3.992 3.950 1.387
C -3.524 3.531 2.634
C -2.335 2.835 2.698
C -1.579 2.574 1.549
P -0.119 1.521 1.668
C -0.490 0.528 3.154
C 0.088 0.804 4.395
C -0.326 0.124 5.528
C -1.331 -0.830 5.440
C -1.915 -1.099 4.213
C -1.498 -0.425 3.076
C 1.272 2.572 2.202
C 2.468 1.986 2.618
C 3.563 2.775 2.926
C 3.480 4.157 2.807
C 2.299 4.743 2.382
C 1.197 3.954 2.079
H -3.608 4.044 -0.724
H -4.943 4.465 1.314
H -4.095 3.723 3.532
H -1.993 2.463 3.656
H 0.854 1.561 4.489
H 0.137 0.343 6.482
H -1.651 -1.367 6.324
H -2.679 -1.859 4.121
H -1.956 -0.656 2.124
H 2.545 0.908 2.696
H 4.485 2.309 3.248
H 4.340 4.772 3.040
H 2.233 5.818 2.273
H 0.279 4.411 1.730
S -0.817 -3.528 1.642
C -0.434 -2.979 0.132
S -1.149 -1.341 -0.301
S 0.448 -3.750 -1.061
C 3.784 -0.842 -4.217
C 3.770 -1.650 -2.968
C 4.446 -2.822 -2.762
C 4.402 -3.394 -1.479
N 3.740 -2.844 -0.478
C 3.024 -1.746 -0.714
S 2.113 -1.053 0.547
N 3.044 -1.161 -1.940
C 5.137 -4.659 -1.170
H 4.521 -1.229 -4.915
H 4.005 0.200 -3.981
H 2.798 -0.875 -4.689
H 5.017 -3.270 -3.561
H 2.542 -0.284 -2.085
H 5.499 -5.149 -2.071
H 4.472 -5.326 -0.624
H 5.984 -4.435 -0.520
I 0.364 -1.181 -5.322
C 0.023 -1.107 -3.119
H 0.427 -2.050 -2.760
H -1.068 -1.106 -3.098
F 1.620 3.210 -1.050
C 2.020 1.929 -0.803
F 2.774 1.573 -1.962
H 2.781 1.971 -0.016
*
```